Entry 1:
Molecular formula: C4H9NO
Method: DFT, the ωB97M-V functional and the def2-TZVPD basis

As for the HOMO energy: -9.4460 eV.

```
! RIJCOSX wB97M-V def2-TZVPD def2/J DEFGRID3
* xyz 0 1
O 1.0191 1.9338 0.6728
N 1.9245 0.2330 1.8963
C -1.1676 0.0634 -1.9092
C -1.0698 -1.1977 0.2609
C -1.1273 -0.0439 -0.4180
C 1.3921 0.7856 0.7414
H -1.6221 -0.8096 -2.3747
H 1.9995 0.8480 2.6941
H -1.7219 0.9549 -2.2044
H -1.2202 -1.2528 1.3269
H -1.1408 -2.1426 -0.2580
H 2.5818 -0.5298 1.8676
H -0.1636 0.1852 -2.3177
H 1.5289 0.0823 -0.1005
H -1.2127 0.8902 0.1227
*
```



Entry 2:
Molecular formula: C4H12NO3
Method: DFT, the ωB97M-V functional and the def2-TZVPD basis

As for the HOMO energy: -3.3856 eV.

```
! RIJCOSX wB97M-V def2-TZVPD def2/J DEFGRID3
* xyz -1 1
O 1.6437 -0.6049 0.4329
O -1.9530 2.2264 0.1509
O 2.4721 -2.1295 -1.2591
N -0.0283 0.4001 -0.8189
C 1.1819 0.5894 0.0418
C -1.5561 1.1442 0.9332
C -1.0258 -1.2931 0.7641
C -1.1325 -0.0025 0.0306
H -0.7689 1.6031 1.5546
H -0.3776 -2.0837 0.2274
H -1.2020 2.1962 -0.5377
H -2.4791 1.0907 1.5206
H -0.6259 -0.8663 1.7633
H 1.9916 0.8431 -0.7092
H -2.0492 -1.8180 0.8359
H 2.1596 -1.5529 -0.4775
H 0.7099 1.2251 0.8333
H 0.1611 -0.3022 -1.5394
H -1.9232 0.0342 -0.7954
H 2.4940 -1.7332 -2.1596
*
```



Entry 3:
Molecular formula: C14H32BClO5P
Method: DFT, the ωB97M-V functional and the def2-TZVPD basis

As for the HOMO energy: -3.1491 eV.

```
! RIJCOSX wB97M-V def2-TZVPD def2/J DEFGRID3
* xyz -1 1
Cl 2.9823 0.8229 0.1410
P 1.5618 1.7285 1.5111
O -0.0387 3.1945 -0.5691
O -1.4715 1.0488 -6.4102
O 0.3509 1.4173 -4.1324
O -2.9477 -5.0718 2.5270
O -0.5251 -3.4942 3.0542
C -1.6017 -0.3023 -5.9928
C 1.3678 3.3592 3.8745
C -1.6889 1.9722 -5.3465
C 2.3710 -0.8561 2.4489
C 2.2707 4.2832 -0.0100
C 1.3785 0.8903 -4.9572
C 0.4318 2.6503 2.8219
C -0.8451 -3.5946 4.4323
C -0.5339 -4.7554 2.3979
C -1.8356 -4.9843 1.6405
C -3.6715 -3.8525 2.6132
C 2.2159 3.6946 4.6961
C 2.0361 0.4470 2.8740
C -0.3738 2.4693 -4.7603
B 1.1747 3.1070 0.2118
H 3.1972 3.8355 5.2169
H 0.4686 0.8813 1.0733
H -2.3223 1.5281 -4.5715
H 1.9220 4.9985 -0.8300
H -1.7688 -5.9424 1.1149
H 2.3907 4.9425 0.9140
H 2.2459 1.5571 -4.9353
H -2.6633 -0.5654 -5.9257
H -3.0139 -2.9844 2.6834
H 3.2513 3.7920 -0.3039
H 0.0321 -3.9387 4.9895
H -1.9977 -4.2020 0.8918
H -0.5959 3.2085 -3.9845
H -2.2265 2.8268 -5.7693
H -4.3235 -3.7496 1.7386
H -1.6840 -4.2709 4.6158
H -0.2949 1.9368 3.3276
H -0.1812 3.4605 2.3146
H -1.1171 -2.6004 4.7885
H 1.5737 -1.3623 1.8134
H -1.1365 -0.9347 -6.7503
H -4.2964 -3.8947 3.5065
H -0.3461 -5.5648 3.1116
H 3.3744 -1.3281 2.6690
H 0.2380 2.9587 -5.5253
H -1.1175 -0.4877 -5.0324
H 0.0740 2.5788 -1.3217
H 2.0403 0.6528 3.9825
H 1.6725 -0.0785 -4.5519
H 0.2901 -4.7446 1.6777
H 2.6560 2.5679 1.9966
H 1.0505 0.7496 -5.9901
*
```



Entry 4:
Molecular formula: C4H6BeCl3F3O2
Method: DFT, the ωB97M-V functional and the def2-TZVPD basis

As for the HOMO energy: -1.1276 eV.

```
! RIJCOSX wB97M-V def2-TZVPD def2/J DEFGRID3
* xyz -2 1
Cl 3.9698 -0.3261 3.1929
Cl 0.8037 0.3004 6.2843
Cl 1.1854 2.8234 2.7936
F 1.0808 0.4153 1.0408
F 0.7355 1.9319 -0.5750
F 2.6553 1.0478 -0.3161
O -0.4086 -0.1806 -1.8603
O 1.7691 -0.2614 -2.4022
C 0.9493 -0.3075 -1.3573
C -2.7937 -0.5612 -1.6714
C -1.4225 -0.7363 -1.0505
C 1.3475 0.8025 -0.2658
Be 1.1496 0.0359 3.5782
H -3.4066 -1.2752 -1.1161
H -1.1822 -1.7993 -0.9310
H -1.5129 -0.2738 -0.0602
H 1.0679 -1.3410 -0.9810
H -2.8327 -0.7566 -2.7440
H -3.1547 0.4619 -1.5590
*
```



Entry 5:
Molecular formula: H6O3
Method: DFT, the ωB97M-V functional and the def2-TZVPD basis

As for the HOMO energy: -11.5582 eV.

```
! RIJCOSX wB97M-V def2-TZVPD def2/J DEFGRID3
* xyz 0 1
O 1.1939 2.8938 1.3464
O 1.2772 -2.3373 -3.2445
O -2.5873 -0.7594 1.7934
H 1.8773 -1.6290 -3.5392
H -2.1077 0.0726 1.9356
H -3.0701 -0.4135 1.0264
H 1.9357 2.4444 1.7634
H 1.6151 -2.2044 -2.3305
H 0.9409 3.5738 1.9782
*
```



Entry 6:
Molecular formula: C23H31N5O2
Method: DFT, the ωB97M-V functional and the def2-TZVPD basis

As for the HOMO energy: -8.6706 eV.

```
! RIJCOSX wB97M-V def2-TZVPD def2/J DEFGRID3
* xyz 0 1
O -1.8334 3.4518 1.8050
O -3.5201 3.6425 -3.1305
N 5.1732 -3.0036 -0.9933
N -1.3903 3.2536 -0.3386
N 2.4546 -6.0103 6.8015
N 3.1469 -2.7570 -0.1022
N -2.4115 5.3430 -2.1755
C 3.2121 -3.5943 2.6558
C -2.5897 4.0417 -2.4415
C -3.7336 3.6984 0.4243
C 3.3265 -4.1910 3.9157
C -3.2621 6.4163 -2.6890
C 1.0540 -4.9888 3.7457
C 2.3649 -5.5063 5.7547
C 3.6551 -1.4853 -0.2687
C -3.2403 -0.5242 -2.1914
C -2.2559 3.4487 0.6605
C 0.9721 -1.8222 0.6080
C -0.4689 0.8047 -1.7626
C 1.8541 -3.0884 0.5302
C 2.2486 -4.8924 4.4676
C 2.0198 -3.6998 1.9142
C -1.7368 1.5742 -2.1850
C 2.8821 -0.2485 0.0994
C -3.0087 0.8869 -1.6396
C 4.8998 -1.6540 -0.8103
C 0.9436 -4.4023 2.4807
C -1.5868 3.0692 -1.7928
C 1.7674 -0.5973 1.0955
C 4.1068 -3.6437 -0.5722
H 4.2579 -4.1028 4.4689
H -3.2008 -0.5105 -3.2816
H -0.4416 0.6943 -0.6785
H -4.2235 -0.8747 -1.8746
H -2.9623 0.8333 -0.5514
H 0.2104 -5.5296 4.1667
H 0.4238 1.3326 -2.0983
H -1.6473 5.5931 -1.5672
H -4.1404 3.0066 -0.3047
H 0.5717 -1.6137 -0.3884
H 1.0978 0.2603 1.2115
H 5.5767 -0.8458 -1.0707
H 0.1197 -1.9940 1.2725
H 2.4365 0.1710 -0.8077
H -3.8789 4.7206 0.0845
H 4.0657 -3.0483 2.2636
H 2.2042 -0.8088 2.0771
H -2.6903 7.3413 -2.7735
H 1.3421 -3.8189 -0.1050
H 0.0088 -4.4961 1.9352
H -4.2630 3.5620 1.3657
H -3.8812 1.4745 -1.9180
H -0.4497 3.1123 -0.0057
H -2.4863 -1.2100 -1.8045
H 3.9979 -4.7242 -0.5767
H -4.1067 6.5738 -2.0162
H -0.6406 3.3716 -2.2412
H 3.5502 0.5059 0.5264
H -0.4628 -0.1835 -2.2225
H -3.6472 6.1494 -3.6762
H -1.7846 1.5365 -3.2751
*
```



Number 1: E_LUMO 0.970 eV, orbital gap 0.383 Eh. Number 2: E_LUMO 3.861 eV, orbital gap 0.266 Eh. Number 3: E_LUMO 2.652 eV, orbital gap 0.213 Eh. Number 4: E_LUMO 2.821 eV, orbital gap 0.145 Eh. Number 5: E_LUMO 0.629 eV, orbital gap 0.448 Eh. Number 6: E_LUMO 0.129 eV, orbital gap 0.323 Eh.